(1)
Molecular formula: CH10NO2
Method: DFT, ωB97M-V with the def2-TZVPD basis set

Results
Highest occupied orbital energy ... -15.80 eV
Total charge ... +1
Gap between HOMO and LUMO ... 12.2 eV
Multiplicity ... 1
Molecular weight ... 68.1 g mol⁻¹
Energy relative to the best compared isomer or geometry (same formula, charge and spin) ... 175.61 kJ/mol
LUMO energy ... -3.63 eV

Geometry as XYZ:
```
14
Properties=species:S:1:pos:R:3:forces:R:3
C 1.487 0.118 0.612 0.1 0.0 -1.0
N 0.099 -0.266 1.312 2.2 2.7 1.4
H 1.305 0.015 -0.487 0.3 0.5 1.3
H 1.551 1.128 0.976 0.2 0.6 -0.9
H 2.538 -0.298 0.823 -2.3 -0.7 0.7
H 0.097 -1.209 1.614 -0.3 -1.2 0.7
H -0.730 -0.084 0.733 0.5 -0.1 -0.4
H 0.070 0.450 2.143 -0.3 -2.3 -1.6
H -0.245 2.470 -1.074 0.8 -2.1 -0.1
H -1.063 1.215 -1.379 2.3 0.2 0.4
O -0.099 1.461 -1.122 -3.7 2.1 -0.5
H -2.393 -1.723 -1.585 -2.5 -0.7 -1.6
H -0.920 -1.781 -1.527 0.0 -0.1 0.0
O -1.698 -1.496 -1.037 2.6 0.9 1.8
```
Positions in Å, forces in eV/Å.


(2)
Molecular formula: C48H44N3O16
Method: DFT, ωB97M-V with the def2-TZVPD basis set

Results
Highest occupied orbital energy ... -10.81 eV
Total charge ... +1
Gap between HOMO and LUMO ... 6.8 eV
Multiplicity ... 1
Molecular weight ... 918.9 g mol⁻¹
LUMO energy ... -4.02 eV

Geometry as XYZ:
```
111
Properties=species:S:1:pos:R:3:forces:R:3
C -5.375 -6.240 5.835 0.1 -1.1 0.7
O -6.136 -5.696 4.736 0.5 0.8 0.7
C -5.912 -4.289 4.547 -0.1 0.9 -0.3
C -6.338 -3.368 5.770 -0.6 0.2 -0.5
C -7.895 -2.998 5.631 0.4 0.3 1.4
C -8.693 -4.184 6.314 1.5 -0.5 -0.1
N -10.187 -4.150 6.002 -0.5 -3.2 -0.8
C -10.586 -5.532 6.010 0.0 2.1 -0.5
N -10.500 -6.143 7.203 -0.2 -0.1 -0.9
N -11.069 -6.240 4.859 2.0 0.4 2.9
O -10.554 -5.758 3.683 0.0 1.0 -1.0
H -4.955 -7.238 5.487 -0.3 1.4 0.4
H -6.036 -6.502 6.732 0.5 0.5 -1.1
H -4.578 -5.549 6.238 -0.7 -0.8 -0.7
H -4.845 -4.053 4.229 -1.1 -0.6 0.6
H -6.572 -3.982 3.670 0.9 -0.5 1.0
H -5.678 -2.443 5.775 -1.0 -1.0 -0.1
H -6.220 -3.844 6.785 0.2 0.3 -1.1
H -8.189 -2.794 4.563 0.2 -0.5 1.0
H -8.088 -2.049 6.226 0.1 -1.1 -0.8
H -8.308 -5.172 5.893 -0.1 1.3 0.4
H -8.489 -4.240 7.430 -0.5 0.4 -1.4
H -10.240 -3.768 5.051 -0.4 -0.2 0.4
H -10.764 -5.619 8.044 0.7 -0.3 -0.5
H -10.108 -7.085 7.275 -0.8 0.4 0.1
H -10.693 -7.202 4.948 -0.9 0.2 -0.1
H -11.273 -5.292 3.214 0.1 -0.5 0.3
C -0.595 -2.811 9.056 -0.2 -0.1 0.2
C -1.753 -3.444 9.246 0.2 0.1 0.1
C -2.691 -3.675 8.126 -0.1 0.0 0.0
O -3.752 -4.250 8.294 0.0 0.0 0.0
C -2.297 -3.183 6.792 0.0 0.1 -0.1
C -1.141 -2.550 6.600 -0.2 -0.1 -0.1
C -0.201 -2.316 7.718 0.3 0.2 -0.1
O 0.854 -1.741 7.544 -0.2 -0.1 0.0
H 0.104 -2.631 9.863 0.0 0.0 0.0
H -2.058 -3.813 10.217 0.0 0.0 0.0
H -2.996 -3.364 5.987 0.1 0.0 0.0
H -0.839 -2.182 5.628 0.0 0.0 0.0
C -0.805 -3.427 2.173 0.0 0.0 -0.1
C -0.344 -3.691 0.950 0.0 -0.4 0.4
C -0.932 -4.769 0.126 0.1 0.0 -0.2
O -0.512 -5.012 -0.988 -0.1 0.0 0.2
C -2.052 -5.542 0.709 -0.3 -0.1 0.2
C -2.511 -5.277 1.931 0.0 -0.1 -0.2
C -1.922 -4.198 2.755 0.1 0.2 0.1
O -2.345 -3.956 3.873 0.0 0.0 -0.2
H -0.386 -2.643 2.790 0.0 0.0 0.0
H 0.468 -3.140 0.510 -0.1 -0.2 0.0
H -2.470 -6.327 0.092 0.0 0.0 0.0
H -3.329 -5.832 2.375 0.0 0.0 0.0
C 1.162 0.830 -0.727 0.0 0.2 0.0
C 2.044 1.538 -1.432 -0.2 0.1 0.1
C 3.124 0.876 -2.195 0.2 0.2 -0.1
O 3.929 1.521 -2.837 -0.2 -0.2 0.1
C 3.187 -0.601 -2.147 0.0 -0.3 0.0
C 2.305 -1.309 -1.442 0.2 0.0 -0.1
C 1.225 -0.646 -0.679 -0.1 0.0 0.1
O 0.417 -1.293 -0.036 0.3 0.7 -0.3
H 0.365 1.299 -0.163 0.0 0.0 0.0
H 2.011 2.620 -1.478 0.0 0.0 0.0
H 3.984 -1.069 -2.713 0.0 0.0 0.0
H 2.337 -2.391 -1.396 0.0 0.0 0.0
C -3.137 2.708 -3.741 -0.1 0.1 0.3
C -2.542 3.094 -2.613 -0.3 -0.1 -0.1
C -1.080 3.305 -2.551 0.1 0.1 0.1
O -0.535 3.656 -1.521 -0.1 -0.1 -0.1
C -0.303 3.072 -3.788 0.1 -0.1 -0.1
C -0.898 2.685 -4.915 0.2 0.0 0.2
C -2.360 2.475 -4.978 -0.1 -0.1 -0.4
O -2.903 2.124 -6.007 0.1 0.0 0.2
H -4.206 2.548 -3.805 0.0 0.0 0.0
H -3.095 3.270 -1.699 0.0 0.0 0.0
H 0.766 3.232 -3.725 0.0 0.1 -0.1
H -0.345 2.510 -5.829 0.0 0.0 0.0
C 2.247 4.102 -8.971 -0.2 -0.2 0.2
C 1.840 3.871 -7.723 0.0 0.0 -0.2
C 2.067 4.858 -6.646 -0.1 0.0 0.3
O 1.697 4.647 -5.505 0.1 0.0 -0.2
C 2.763 6.112 -7.006 0.1 0.2 -0.2
C 3.171 6.345 -8.253 0.0 0.1 0.3
C 2.943 5.357 -9.331 0.1 0.1 -0.4
O 3.312 5.569 -10.468 -0.1 -0.1 0.2
H 2.090 3.391 -9.772 0.0 0.0 0.0
H 1.329 2.958 -7.443 0.0 0.0 0.0
H 2.920 6.823 -6.204 0.0 0.0 0.0
H 3.682 7.257 -8.533 0.0 0.0 0.0
C 6.790 2.927 -2.645 -0.2 0.1 0.2
C 7.144 3.615 -1.559 -0.2 -0.1 -0.2
C 8.548 4.019 -1.330 0.1 0.1 0.3
O 8.871 4.646 -0.339 -0.1 -0.1 -0.1
C 9.545 3.632 -2.352 0.1 -0.2 -0.2
C 9.192 2.944 -3.437 0.2 0.0 0.2
C 7.788 2.540 -3.667 0.0 -0.2 -0.2
O 7.465 1.914 -4.658 0.0 0.1 0.1
H 5.767 2.622 -2.828 0.1 0.0 0.0
H 6.427 3.908 -0.802 0.0 0.0 0.0
H 10.567 3.937 -2.169 0.0 0.0 0.0
H 9.909 2.653 -4.194 0.0 0.0 0.0
C 10.612 7.347 -7.578 0.2 -0.2 0.0
C 11.100 6.357 -6.830 0.0 0.2 -0.2
C 10.463 5.979 -5.550 0.1 -0.2 0.2
O 10.907 5.078 -4.865 0.0 0.2 -0.1
C 9.264 6.738 -5.133 -0.2 0.2 0.0
C 8.776 7.727 -5.881 0.0 -0.2 0.3
C 9.413 8.106 -7.161 -0.1 0.3 -0.2
O 8.968 9.006 -7.844 0.1 -0.2 0.1
H 11.065 7.638 -8.517 0.0 0.0 0.0
H 11.976 5.791 -7.120 0.0 0.0 0.0
H 8.811 6.446 -4.193 0.0 0.0 0.0
H 7.900 8.293 -5.590 0.0 0.0 0.0
```
Positions in Å, forces in eV/Å.


(3)
Molecular formula: C3H6N4O
Method: DFT, ωB97M-V with the def2-TZVPD basis set

Results
Highest occupied orbital energy ... -7.43 eV
Gap between HOMO and LUMO ... 8.3 eV
Multiplicity ... 1
Molecular weight ... 114.1 g mol⁻¹
Energy relative to the best compared isomer or geometry (same formula, charge and spin) ... 198.80 kJ/mol
SMILES string ... Nc1c[nH]c(=O)n1N
LUMO energy ... 0.83 eV

Geometry as XYZ:
```
14
Properties=species:S:1:pos:R:3:forces:R:3
N -2.003 -0.524 0.471 1.0 -1.0 2.7
C -0.824 0.006 -0.037 -0.4 0.3 -2.4
C -0.737 0.857 -1.076 1.9 -0.2 1.0
N 0.609 1.241 -1.336 0.2 -1.5 1.5
C 1.490 0.633 -0.476 -1.4 -2.4 0.4
O 2.704 0.578 -0.411 -1.6 0.4 0.4
N 0.465 -0.328 0.285 2.8 1.6 0.5
N 0.764 -1.141 1.369 0.9 -2.5 -1.1
H -2.655 -1.059 -0.068 0.2 0.2 -1.1
H -1.754 -1.149 1.257 -0.2 0.7 -0.4
H -1.422 1.499 -1.436 -2.6 1.6 -1.2
H 0.804 2.140 -1.692 0.4 0.7 -0.6
H 1.274 -0.758 2.169 -0.1 0.4 -0.8
H 1.285 -1.995 0.982 -0.9 1.7 1.1
```
Positions in Å, forces in eV/Å.


(4)
Molecular formula: C31H48HfN2O6P2
Method: DFT, ωB97M-V with the def2-TZVPD basis set

Results
Highest occupied orbital energy ... -14.80 eV
Total charge ... +2
Gap between HOMO and LUMO ... 7.8 eV
Multiplicity ... 1
Molecular weight ... 785.2 g mol⁻¹
Energy relative to the best compared isomer or geometry (same formula, charge and spin) ... 0.00 kJ/mol
LUMO energy ... -6.96 eV

Geometry as XYZ:
```
90
Properties=species:S:1:pos:R:3:forces:R:3
Hf 0.101 -0.313 -0.050 0.5 1.1 0.4
C 2.061 -1.151 -1.291 -0.3 0.2 -0.6
C 0.915 -1.805 -1.855 0.2 0.8 -0.2
C 0.727 0.470 -2.276 0.7 -1.0 -0.3
C 1.973 0.245 -1.602 -0.7 -0.8 -0.9
C 0.077 -0.806 -2.450 1.0 0.1 0.1
C 3.270 -1.851 -0.764 0.2 -0.2 0.4
H 2.995 -2.794 -0.272 0.1 0.2 -0.1
H 3.803 -1.229 -0.034 0.0 -0.2 -0.2
H 3.976 -2.097 -1.575 -0.3 0.1 0.2
C 3.107 1.200 -1.576 0.1 0.4 0.6
H 3.930 0.824 -0.962 -0.1 0.1 -0.1
H 2.807 2.174 -1.183 0.1 -0.1 -0.2
H 3.486 1.362 -2.594 -0.1 -0.1 0.2
C 0.336 1.727 -2.973 -0.3 0.5 0.2
H 0.673 1.702 -4.023 -0.1 0.0 0.3
H 0.787 2.606 -2.495 -0.1 -0.2 -0.1
H -0.755 1.871 -2.973 0.3 0.0 -0.1
C -1.047 -1.099 -3.380 -0.6 -0.2 0.0
H -0.668 -1.391 -4.373 0.0 0.1 0.3
H -1.706 -0.237 -3.515 0.1 -0.2 -0.1
H -1.645 -1.935 -2.994 0.0 0.2 -0.2
C 0.807 -3.266 -2.091 -0.2 -0.6 0.3
H 1.452 -3.602 -2.919 -0.1 0.3 0.2
H -0.218 -3.539 -2.335 0.3 0.0 0.0
H 1.093 -3.832 -1.199 0.0 0.0 -0.3
C -1.189 -2.983 1.698 0.7 -0.3 -0.2
C -0.254 -3.655 0.997 -0.2 0.4 0.6
C -0.470 -5.071 0.554 0.5 -0.5 -0.2
C -1.438 -5.321 -0.650 0.2 -0.3 -0.3
C -2.210 -4.143 -1.176 -0.7 -0.2 0.0
C -3.128 -3.520 -0.428 -0.1 -0.2 -0.5
C -3.472 -3.989 0.951 -0.3 0.0 0.4
C -2.470 -3.641 2.101 -0.7 0.3 0.2
H -0.832 -5.683 1.401 0.2 0.4 -0.2
H -2.144 -6.106 -0.325 0.2 0.3 -0.3
H 0.509 -5.496 0.271 -0.4 0.1 0.3
H -2.256 -4.581 2.636 0.1 0.4 -0.1
H -1.003 -1.997 2.145 0.2 -0.1 -0.1
H 0.761 -3.265 0.860 -0.3 0.2 0.0
H -2.995 -2.986 2.809 0.2 -0.2 0.0
H -4.449 -3.560 1.227 0.3 -0.3 -0.1
H -3.793 -2.767 -0.855 0.3 -0.3 0.0
H -3.583 -5.088 0.946 -0.1 0.5 -0.1
H -0.841 -5.744 -1.472 -0.3 0.0 0.3
H -2.139 -3.959 -2.256 -0.1 0.2 0.5
P 1.558 -0.472 2.287 0.8 0.0 1.0
C 3.041 0.614 2.313 0.0 0.2 -0.5
H 3.480 0.618 3.325 -0.2 -0.1 -0.4
H 2.762 1.645 2.041 0.1 -0.4 0.1
H 3.786 0.249 1.590 -0.2 0.2 0.3
C 0.633 0.161 3.736 -0.4 0.1 -0.2
H 1.326 0.315 4.579 -0.2 -0.1 -0.3
H -0.132 -0.574 4.026 0.2 0.2 0.0
H 0.147 1.118 3.475 0.2 -0.4 0.2
C 2.240 -2.058 2.887 -0.1 -0.1 -0.2
H 1.416 -2.758 3.073 0.3 0.1 0.0
H 2.815 -1.906 3.813 -0.2 0.0 -0.3
H 2.896 -2.484 2.114 -0.1 0.1 0.3
P -2.490 0.487 -0.005 -1.6 0.4 -0.1
C -3.563 -0.034 -1.382 0.0 -0.2 -0.2
H -4.621 0.109 -1.113 0.3 0.0 -0.1
H -3.383 -1.091 -1.612 -0.1 0.4 -0.1
H -3.327 0.571 -2.268 -0.1 -0.2 0.2
C -3.333 -0.147 1.491 0.2 -0.2 0.1
H -3.528 -1.226 1.391 0.0 0.4 0.0
H -4.278 0.393 1.654 0.3 -0.2 -0.1
H -2.672 0.015 2.355 -0.3 0.0 -0.1
C -2.881 2.283 0.061 0.6 0.1 0.0
H -3.973 2.437 0.041 0.4 -0.2 0.0
H -2.433 2.778 -0.814 -0.2 -0.1 0.2
H -2.454 2.733 0.971 -0.3 -0.2 -0.3
O -0.324 2.795 2.118 0.3 -0.5 -1.2
C 0.227 2.769 1.030 -0.1 0.6 0.9
O 0.393 1.654 0.310 -0.1 0.0 0.3
C 0.761 4.068 0.459 0.2 0.8 0.3
C -0.079 5.193 0.534 0.5 0.6 -0.1
C 0.384 6.471 0.133 0.7 -2.3 0.0
C 1.693 6.654 -0.303 0.0 -0.2 0.2
C 2.546 5.551 -0.269 -1.7 -0.5 0.2
C 2.100 4.265 0.109 0.3 0.5 0.0
N 3.899 5.719 -0.724 3.4 0.5 -1.1
O 4.289 6.850 -1.075 -1.2 -2.3 0.9
O 4.631 4.703 -0.764 -1.6 1.6 0.2
N -0.523 7.576 0.085 -2.0 3.2 -0.3
O -1.707 7.410 0.435 2.2 -0.2 -0.5
O -0.077 8.667 -0.332 -0.7 -2.3 0.9
H -1.061 5.090 0.972 -0.2 0.1 -0.2
H 2.031 7.634 -0.638 0.0 -0.3 0.1
H 2.846 3.478 0.212 -0.2 0.2 -0.2
```
Positions in Å, forces in eV/Å.


> The highest molecular weight belongs to which entry?

C48H44N3O16


> Which of these has the lowest gap between HOMO and LUMO?

C48H44N3O16


> Among the records above, which one has the lowest LUMO energy?

C31H48HfN2O6P2